(1)
142
Properties=species:S:1:pos:R:3 method="wB97M-V/def2-TZVPD" multiplicity=2 s_squared=0.7631 lumo_ev="-3.8 / -3.8" homo_lumo_gap_ev="5.35 / 5.25" charge=+1
H -3.381 4.150 -2.435
H 6.137 0.621 0.923
H 4.755 -1.883 -4.618
H -3.461 -0.832 2.120
H -1.811 -4.674 2.750
H -3.384 3.609 3.196
H -3.259 2.613 -1.603
C 3.236 -0.752 1.990
H 5.858 -0.906 -0.625
H 0.407 0.681 -6.173
H 0.843 -5.862 1.616
H -3.962 -1.468 3.683
H -3.756 3.442 1.483
H -0.040 -5.613 -2.131
C -1.166 5.351 -1.281
H -2.818 -2.665 -3.807
C 0.834 -1.119 2.477
C 3.997 1.885 -0.214
C -0.274 0.292 -5.415
H 2.547 -0.892 -4.265
Se -6.188 2.629 -1.113
H 5.062 5.575 -0.390
H 1.873 -3.153 -1.931
H 1.096 -1.358 3.511
H -3.028 2.080 2.386
C -0.902 -4.088 2.582
H -0.484 5.078 -2.086
Ge 1.631 0.556 0.148
C 3.262 -0.909 -3.455
H 2.814 5.007 0.345
C -0.806 2.010 4.663
C -0.396 -4.603 -2.357
C 3.748 -1.587 2.983
C -0.877 2.569 -4.716
H -3.422 -1.897 -0.115
C 3.910 -0.244 -1.227
N 1.921 -0.454 1.808
H -0.908 -0.772 5.572
C -3.776 -2.919 -0.292
C -0.274 1.253 -4.228
H -0.596 5.814 -0.478
N 3.574 0.518 -0.045
H 0.211 -5.809 -0.035
C -1.966 -0.660 3.671
C 4.508 -1.461 -3.656
N 1.686 0.175 -1.943
P -0.942 0.502 -2.604
N -0.066 -3.649 -1.320
C 3.488 4.218 0.053
C -1.441 -1.427 4.887
H -1.093 -2.349 -3.877
H -2.454 -1.237 -2.017
P -0.622 0.051 2.524
H -4.438 -3.207 0.529
Se -2.823 0.615 0.067
N -2.623 -3.796 -0.376
C 3.084 2.884 0.124
H -3.617 -5.485 0.404
C 4.127 -0.070 1.149
H 0.737 -1.125 -3.311
C 5.126 -0.872 -1.418
N -0.384 -4.234 1.238
H 1.094 0.019 5.214
H -0.844 -6.293 1.303
Se -6.514 -1.085 -0.989
H -2.198 -1.569 -5.025
H -0.374 2.948 5.010
P -0.986 2.951 0.304
C -3.030 3.176 2.263
H 1.639 1.684 5.221
H -2.870 -2.398 2.649
H -2.426 0.268 4.041
H 0.084 -4.292 -3.289
H -1.794 5.450 3.089
C 5.635 3.546 -0.768
C 1.357 -3.555 -1.053
C 0.534 -0.590 -2.379
C -3.021 -5.192 -0.466
Se -6.217 1.160 2.271
H 0.952 4.022 -0.660
H 0.610 2.075 3.021
H 5.496 -2.287 3.973
H 6.619 3.796 -1.131
C -2.679 3.468 -1.960
H -2.333 5.699 1.442
C -1.582 5.203 2.050
Ti -0.754 0.545 -0.021
H -1.973 3.095 -2.694
H 7.018 -0.771 2.729
H -1.264 0.238 -5.860
H -0.620 3.407 -4.070
C 1.359 0.855 4.571
H 0.862 4.254 1.108
H -0.786 -2.255 4.624
H 0.575 -2.058 1.969
H -1.113 -3.040 2.750
H -3.516 0.444 -4.372
H -1.855 6.100 -1.667
H 1.816 -4.518 -0.814
H -0.142 -4.423 3.292
H -1.777 2.227 4.227
H 0.774 1.449 -3.942
H 6.379 -1.972 -2.750
C 2.930 -0.327 -2.229
C -3.597 -0.001 -3.384
C -1.971 4.150 -0.798
H 0.057 -0.715 -5.174
H -3.647 -5.324 -1.353
H 2.244 0.598 3.994
H 5.914 1.458 -1.074
H -0.603 5.611 1.808
P -1.080 -3.317 -0.012
H -0.917 3.298 2.673
O -1.027 -1.845 0.272
H -0.972 1.388 5.540
C 4.763 4.539 -0.362
H -2.296 -1.838 5.423
H 0.270 -1.375 -1.649
C 5.963 -0.800 2.506
N 1.810 2.500 0.495
H -1.960 2.512 -4.827
C 0.184 1.325 3.711
C -1.622 3.678 1.930
H 3.079 -2.186 3.584
C 0.789 3.509 0.302
H -1.473 -4.619 -2.500
Sb -5.239 0.701 0.081
H -2.159 -5.846 -0.542
C 5.468 -0.028 1.468
H -0.460 2.793 -5.698
H 1.523 -2.892 -0.200
C -2.313 -0.754 -3.013
C -0.032 -5.624 1.005
C -2.073 -1.893 -3.998
C -3.122 -1.400 2.993
H -4.354 -2.955 -1.220
H -4.462 -0.671 -3.372
C 5.423 -1.490 -2.620
C 5.107 -1.625 3.215
H -3.788 0.812 -2.676
H -2.769 4.504 -0.131
C 5.244 2.221 -0.706

(2)
139
Properties=species:S:1:pos:R:3 method="wB97M-V/def2-TZVPD" smiles="C#CC[C@@H]1[C@H](CCc2ccccc2)[C@@H](CCCCCCCC[Si](C)(C)c2ccccc2)OS(=O)(=O)[C@@H]1OCC.CCOP(=O)(OCC)OCC.CCOP(=O)(OCC)OCC" lumo_ev=-1.2 homo_lumo_gap_ev=7.21
H -1.638 -3.018 2.031
H -5.820 2.314 0.968
C 0.611 -2.938 2.443
C 1.100 0.666 -0.210
C 6.447 0.370 2.401
H 1.622 2.038 2.327
H -4.199 5.641 2.931
H 4.872 -1.926 4.260
C -0.895 -2.555 2.751
H 6.527 1.186 3.196
C -9.782 -2.261 3.532
H 1.503 -6.416 -5.710
H 5.040 -1.067 -3.707
C 4.058 0.028 3.573
H 2.915 -1.775 2.155
H 3.620 -3.299 2.842
H 6.943 0.471 -1.696
C 3.018 -2.365 3.113
C -3.789 5.584 0.673
H 4.710 0.190 -4.912
C 4.774 5.420 0.387
H 0.951 3.987 -1.366
H 3.447 4.404 -1.214
C 6.567 0.036 -0.709
H 1.234 -2.277 4.565
H 1.302 -0.262 1.777
H -7.807 -1.687 4.127
H 4.957 -6.699 -7.532
C -3.468 4.690 -0.484
H 4.437 0.913 1.575
H 0.728 -3.450 -5.873
H 7.470 3.807 2.234
H -1.610 1.123 -0.152
O -0.323 -0.453 3.834
C 9.000 1.349 0.767
C -3.934 4.995 2.042
C 1.944 -0.626 -0.577
H 7.034 -0.556 2.685
H 6.343 -1.705 -5.604
C 0.525 1.756 2.173
C -6.760 2.646 1.408
H 1.669 3.461 0.770
H 0.997 -2.361 1.537
O -9.230 1.498 2.581
C -7.921 2.316 0.486
H 9.511 0.338 0.632
C 0.942 -5.587 -6.147
C -8.685 -1.220 3.678
C -10.882 -1.464 0.320
C 4.592 -0.873 -4.684
C 5.258 -1.726 -5.750
C 3.841 -1.463 4.134
H 5.433 -0.020 -0.749
H 3.526 -1.084 -4.579
C 4.320 4.290 -0.498
C -0.849 -0.395 1.310
H -2.237 -0.859 3.101
P -9.303 0.329 1.615
C 4.882 0.076 2.215
H 0.595 -4.029 2.095
C 5.042 2.954 -0.395
Si 7.101 1.160 0.762
H 6.249 6.108 2.046
H 1.263 -5.471 -7.187
H -0.496 2.984 -0.934
O -1.291 1.956 4.298
H 5.074 -1.336 -6.754
H -3.914 6.687 0.481
H 3.267 -4.586 -8.969
H 3.212 -6.643 -7.432
H -2.984 2.533 -1.091
C 5.894 5.279 1.368
H 1.837 1.520 -0.184
O 4.843 -3.090 -5.664
C 1.198 -4.305 -5.373
H 3.345 -1.411 5.148
H -11.968 0.038 1.457
C -3.253 3.225 -0.240
H -9.004 -0.411 4.346
C -2.036 0.367 0.574
H 0.541 4.767 1.336
H -10.923 -1.882 -0.690
C 6.631 3.962 1.494
H -11.954 0.308 -0.290
C 0.577 3.737 0.858
C -1.162 -0.958 2.762
S -0.133 1.178 3.834
H -0.626 -1.309 0.658
O 2.885 -2.230 -6.692
H 4.742 2.070 -1.035
H 4.740 -0.886 1.630
H 0.750 -4.391 -4.381
P 3.502 -3.601 -6.483
H 7.004 -1.013 -0.591
H -2.945 1.057 2.592
H -6.836 2.148 2.377
O -0.230 2.821 1.621
H 0.312 0.742 -1.011
H 2.936 -2.589 -1.327
C 4.100 -6.020 -7.564
H -0.557 4.868 -0.788
H 1.795 -3.938 4.056
O -8.231 0.921 0.508
H 9.391 2.008 -0.078
H -12.973 -0.967 0.404
H -2.587 -0.405 -0.062
H 5.014 -4.819 -9.106
C -12.007 -0.462 0.483
C 1.602 -2.880 3.686
H 3.017 0.441 3.336
C 0.553 0.433 1.264
H -7.649 2.574 -0.543
O 4.226 -5.142 -6.450
C 4.069 -5.331 -8.913
H 3.902 -6.064 -9.705
H -6.697 3.723 1.579
H -9.973 -2.764 4.482
H -9.506 -3.005 2.782
H 4.207 6.395 0.317
H 4.487 0.703 4.376
H -10.714 -1.785 3.211
O 0.972 1.454 4.788
C 0.056 3.933 -0.657
C 6.168 2.843 0.595
H 9.389 1.839 1.723
C -3.724 3.539 2.295
O -8.281 -0.692 2.425
H -8.809 2.906 0.727
H -3.824 3.055 3.317
H -4.117 0.598 1.289
H -3.339 5.050 -1.552
C -3.351 2.634 1.126
H -0.120 -5.836 -6.150
H -1.188 -2.908 3.796
O 2.583 -4.063 -5.185
C -3.106 1.102 1.479
C 2.492 -1.703 -0.800
O -9.576 -0.924 0.492
H -11.017 -2.305 1.004

(3)
189
Properties=species:S:1:pos:R:3 method="wB97M-V/def2-TZVPD" lumo_ev=1.5 homo_lumo_gap_ev=6.09 charge=-1
H 5.155 6.582 4.957
C -2.280 0.216 5.482
O -3.612 0.260 5.849
C -3.641 -2.066 0.747
H 4.858 -4.942 -5.815
H -3.291 1.367 7.649
C 2.886 -6.704 -0.679
H -0.198 5.942 3.815
F -1.074 1.422 -1.149
H -0.717 -8.895 2.414
O 4.162 0.772 -5.757
O 1.603 -4.309 -1.130
H 2.194 8.808 -2.312
F 1.320 1.899 -1.409
O -0.705 -7.293 -1.192
H 4.120 2.400 7.078
As 0.365 0.916 -0.261
O -2.078 -6.760 5.748
H -1.684 -9.946 1.461
O 2.896 2.982 5.610
H 5.759 -0.465 -5.145
C -1.251 -4.997 2.879
H -0.279 0.307 3.687
C -2.212 -5.741 4.932
Rb -1.070 3.834 -2.564
C 4.739 -0.478 -5.530
O 4.106 4.834 5.149
O -1.325 0.315 -5.623
C -1.595 -0.027 -4.314
H -5.454 -2.238 3.045
C 3.207 -0.671 3.513
C -4.942 4.630 5.876
C -4.452 1.587 -1.623
H 4.681 -1.058 -6.451
O -3.160 -2.917 -0.208
O -2.091 5.650 2.805
H 3.640 3.087 -0.679
H -2.139 -1.927 -1.630
H 2.269 3.538 0.102
O -2.743 -4.660 5.146
H -8.981 3.202 -3.218
C 5.178 -3.734 -3.600
H 0.639 -2.713 -2.677
O 3.428 5.123 -0.532
C -1.037 -7.782 0.048
C -0.091 -2.971 -8.071
H -0.149 -2.697 0.699
O -1.900 -7.224 0.768
C 1.184 -2.525 -3.602
C 0.761 -2.738 -5.945
H 4.053 -1.116 -4.973
H 4.830 -6.621 -5.083
H -3.778 2.441 -1.690
H -0.602 4.294 3.500
F 0.052 2.364 0.708
H 2.953 0.348 3.802
O -1.390 0.740 6.148
H 2.122 3.132 -3.736
H -4.722 0.319 7.630
C -0.661 -9.585 1.573
C -1.194 -6.089 -1.686
H 1.535 -1.494 -3.549
H -0.401 -1.232 4.532
C 4.080 2.210 6.005
C -0.297 2.957 -7.856
H -0.135 2.766 -8.916
C 5.246 -5.614 -5.049
H -2.138 1.918 1.805
H 4.048 -1.998 -1.094
C -3.047 2.506 1.927
O 4.843 -5.028 -3.845
O -0.810 1.743 -7.311
C 4.856 0.305 2.067
H 2.007 -3.226 -3.738
H 1.485 -1.905 0.587
H -4.400 5.573 5.953
O -3.950 -0.864 0.578
H 3.617 -1.167 4.393
H -2.880 3.362 1.272
O -3.808 -2.725 1.838
H -0.884 -1.141 2.821
O -2.191 -0.400 4.322
H -2.219 -4.615 2.555
H 0.390 -2.060 -8.427
H -2.850 -3.386 -2.144
H 0.541 -3.778 -8.440
C 2.582 5.620 -1.412
H -2.040 -1.013 -4.182
O 3.848 1.292 -3.511
H -2.346 0.630 -3.874
H -0.042 -10.409 1.925
H 7.102 1.240 1.277
O -3.280 2.676 3.352
H -4.029 -1.193 3.238
C 1.997 7.740 -2.396
H -0.739 -0.194 -3.661
C -2.367 -6.592 7.132
O -5.535 1.535 -2.521
C -1.674 8.289 0.421
H -3.763 1.840 1.445
F -3.566 4.559 -0.651
O 1.900 4.791 4.604
H 4.013 -1.454 -2.772
H -1.554 -6.972 7.751
O 1.625 5.066 -1.893
H 5.041 2.555 5.624
O 0.298 -2.637 -4.656
C -0.749 5.306 3.122
O 2.901 6.831 -1.666
H 3.325 -7.471 -0.040
F -0.665 -0.069 0.916
F 1.902 0.612 0.609
O -7.592 1.582 -2.735
O 3.231 2.698 -5.320
C -0.987 1.584 -5.907
H -0.939 3.780 -7.541
H -9.511 1.743 -2.311
C 3.305 3.865 0.007
O -4.255 3.615 5.126
H -5.088 4.081 6.806
O 5.582 -0.111 1.037
H -5.927 4.839 5.457
H 2.048 7.521 -3.463
H -2.406 8.979 0.841
O -6.729 3.228 -1.435
O 1.917 -2.724 -6.314
C 2.886 4.257 5.059
O -3.595 6.561 1.432
F 0.505 -0.608 -1.204
H -1.109 -3.092 -8.442
H 7.139 0.266 -0.243
O -1.474 -6.046 3.830
C 2.747 3.663 -4.454
H -4.160 -2.799 3.961
H -3.267 -7.179 7.313
O 4.074 -0.722 2.390
C 4.579 -2.037 -2.045
C 3.792 1.586 -4.702
H -0.961 -6.203 -2.745
C -4.290 3.578 3.782
H 3.525 6.765 5.257
C 0.897 -2.724 1.001
O 5.888 -3.015 -4.284
H -4.891 1.658 6.704
C -8.828 2.134 -3.065
O 4.861 1.430 2.537
H 6.039 1.658 -0.032
O 4.514 -3.369 -2.511
H -2.181 7.971 -0.490
H 0.640 3.152 -7.333
O 2.485 -5.770 0.351
H -0.740 -5.186 -1.279
C 4.203 6.116 4.703
H -0.698 -5.373 2.018
H -3.934 -1.904 -1.949
O -0.333 -8.881 0.351
H -0.698 8.729 0.214
H -0.119 5.365 2.235
C -6.646 2.219 -2.132
C 6.515 0.813 0.464
H -2.280 -6.083 -1.604
H 3.968 1.131 5.907
O -0.968 2.573 -5.144
H 0.975 7.581 -2.053
C -4.100 0.981 7.028
H -2.619 -5.565 7.394
O -5.054 4.235 3.120
C -2.475 6.439 1.804
H 4.046 6.364 3.653
C -4.365 -2.215 3.064
H -9.253 1.694 -3.967
H 6.323 -5.602 -5.217
H 2.286 -1.207 3.284
H -3.858 0.675 -1.686
O -0.266 -2.996 -6.706
H 2.056 -7.209 -1.172
H 0.826 -2.456 2.056
H -4.879 1.638 -0.621
C -0.867 -0.606 3.771
H 3.474 4.177 -3.825
H 2.178 4.340 -5.091
H 3.713 -6.302 -1.265
O -1.431 7.202 1.349
H 5.623 -1.757 -1.908
C 1.918 -4.697 -0.003
O 1.631 -3.940 1.125
H -0.799 -4.128 3.359
C -3.080 -2.477 -1.588
H 3.771 3.809 0.990